{"formula": "C38H48N6PPt", "method": "wB97M-V/def2-TZVPD", "symbols": ["Pt", "C", "C", "C", "C", "N", "C", "C", "C", "C", "C", "C", "C", "H", "H", "H", "H", "H", "H", "H", "H", "C", "C", "C", "C", "C", "C", "N", "C", "C", "C", "C", "C", "C", "H", "H", "H", "H", "H", "H", "H", "H", "H", "H", "N", "P", "N", "C", "C", "C", "C", "C", "N", "C", "C", "C", "C", "C", "N", "C", "C", "C", "C", "C", "H", "H", "H", "H", "H", "H", "H", "H", "H", "H", "H", "H", "H", "H", "H", "H", "H", "H", "H", "H", "H", "H", "H", "H", "H", "H", "H", "H", "H", "H"], "positions_angstrom": [[-0.669, -0.986, 0.188], [0.163, -1.460, -3.997], [-1.002, -2.062, -4.456], [-2.019, -2.347, -3.567], [-1.868, -2.027, -2.216], [-0.713, -1.457, -1.790], [0.266, -1.174, -2.649], [-2.849, -2.241, -1.164], [-4.034, -3.002, -1.354], [-4.828, -3.310, -0.234], [-4.513, -2.857, 1.010], [-3.355, -1.942, 1.259], [-2.481, -1.715, 0.064], [0.980, -1.220, -4.663], [-1.118, -2.302, -5.506], [-2.937, -2.805, -3.904], [1.126, -0.716, -2.176], [-4.295, -3.401, -2.325], [-5.706, -3.934, -0.366], [-5.138, -3.116, 1.856], [-3.765, -0.965, 1.574], [0.689, 3.207, 3.407], [0.900, 2.065, 4.171], [0.402, 0.842, 3.755], [-0.337, 0.737, 2.574], [-0.529, 1.884, 1.805], [-0.017, 3.106, 2.218], [-0.889, -0.491, 2.158], [-1.780, -1.097, 2.982], [-2.238, -0.584, 4.194], [-3.076, -1.314, 5.044], [-3.444, -2.639, 4.711], [-3.094, -3.171, 3.515], [-2.406, -2.368, 2.454], [1.082, 4.163, 3.733], [1.467, 2.126, 5.092], [0.562, -0.047, 4.352], [-1.081, 1.791, 0.877], [-0.178, 3.985, 1.606], [-1.923, 0.402, 4.506], [-3.393, -0.879, 5.983], [-3.987, -3.242, 5.431], [-3.352, -4.195, 3.270], [-1.621, -2.981, 1.991], [1.385, -0.574, 0.112], [2.743, -1.069, 0.559], [2.967, -2.466, 1.499], [2.487, -3.728, 0.949], [1.090, -4.112, 1.429], [1.014, -4.102, 2.951], [1.483, -2.747, 3.474], [2.880, -2.430, 2.955], [3.628, 0.063, 1.442], [5.033, -0.156, 1.749], [5.863, 1.071, 1.394], [5.434, 2.271, 2.249], [3.936, 2.190, 2.585], [3.168, 1.445, 1.505], [3.797, -1.495, -0.736], [4.887, -2.450, -0.736], [4.850, -3.340, -1.976], [4.862, -2.483, -3.238], [3.731, -1.463, -3.190], [3.813, -0.643, -1.904], [3.199, -4.520, 1.238], [2.500, -3.661, -0.141], [0.827, -5.096, 1.028], [0.376, -3.388, 1.020], [1.652, -4.898, 3.358], [-0.005, -4.304, 3.289], [1.477, -2.728, 4.568], [0.791, -1.980, 3.119], [3.585, -3.181, 3.348], [3.209, -1.451, 3.301], [5.393, -1.020, 1.196], [5.175, -0.395, 2.816], [5.705, 1.285, 0.334], [6.928, 0.860, 1.521], [5.654, 3.201, 1.717], [6.018, 2.296, 3.173], [3.510, 3.187, 2.713], [3.785, 1.664, 3.531], [3.305, 1.961, 0.541], [2.100, 1.448, 1.705], [4.849, -3.038, 0.177], [5.861, -1.922, -0.744], [3.947, -3.959, -1.953], [5.711, -4.016, -1.962], [4.789, -3.105, -4.135], [5.820, -1.953, -3.295], [2.773, -1.990, -3.211], [3.766, -0.802, -4.061], [2.989, 0.067, -1.823], [4.750, -0.055, -1.932]], "forces_ev_per_angstrom": [[0.1, -0.3, 0.0], [0.0, 0.0, 0.0], [0.0, 0.0, 0.0], [0.0, 0.0, 0.0], [0.0, 0.0, 0.0], [0.0, 0.0, 0.0], [0.0, 0.0, 0.0], [0.1, 0.0, 0.0], [0.0, 0.0, 0.0], [0.0, 0.0, 0.0], [0.0, 0.0, 0.0], [0.0, 0.0, 0.0], [-0.1, 0.1, 0.0], [0.0, 0.0, 0.0], [0.0, 0.0, 0.0], [0.0, 0.0, 0.0], [0.0, 0.0, 0.0], [0.0, 0.0, 0.0], [0.0, 0.0, 0.0], [0.0, 0.0, 0.0], [0.0, 0.0, 0.0], [0.0, 0.0, 0.0], [0.0, 0.0, 0.0], [0.0, 0.0, 0.0], [0.0, 0.0, 0.0], [0.0, 0.0, 0.0], [0.0, 0.0, 0.0], [0.0, 0.0, 0.0], [0.0, 0.0, 0.0], [0.0, 0.0, 0.0], [0.0, 0.0, 0.0], [0.0, 0.0, 0.0], [0.0, 0.0, 0.0], [0.0, 0.0, 0.0], [0.0, 0.0, 0.0], [0.0, 0.0, 0.0], [0.0, 0.0, 0.0], [0.0, 0.0, 0.0], [0.0, 0.0, 0.0], [0.0, 0.0, 0.0], [0.0, 0.0, 0.0], [0.0, 0.0, 0.0], [0.0, 0.0, 0.0], [0.0, 0.0, 0.0], [0.1, 0.2, 0.0], [0.0, -0.1, 0.0], [0.0, 0.1, 0.0], [0.0, -0.1, -0.1], [0.0, 0.0, 0.0], [0.0, 0.0, 0.0], [0.0, 0.0, 0.0], [0.0, 0.0, 0.0], [0.0, -0.1, 0.1], [0.1, 0.0, 0.0], [0.0, 0.0, 0.0], [0.0, 0.0, 0.0], [0.0, 0.0, 0.0], [-0.1, 0.1, 0.0], [-0.2, -0.2, -0.1], [0.0, 0.1, 0.0], [0.0, -0.1, 0.0], [0.0, 0.0, 0.0], [0.0, 0.0, 0.0], [0.0, 0.1, 0.0], [0.0, 0.0, 0.0], [0.0, 0.0, 0.0], [0.0, 0.0, 0.0], [0.0, 0.0, 0.0], [0.0, 0.0, 0.0], [0.0, 0.0, 0.0], [0.0, 0.0, 0.0], [0.0, 0.0, 0.0], [0.0, 0.0, 0.0], [0.0, 0.0, 0.0], [0.0, 0.0, 0.0], [0.0, 0.0, 0.0], [0.0, 0.0, 0.0], [0.0, 0.0, 0.0], [0.0, 0.0, 0.0], [0.0, 0.0, 0.0], [0.0, 0.0, 0.0], [0.0, 0.0, 0.0], [0.0, 0.0, 0.0], [0.0, 0.0, 0.0], [0.0, 0.0, 0.0], [0.0, 0.0, 0.0], [0.0, 0.0, 0.0], [0.0, 0.0, 0.0], [0.0, 0.0, 0.0], [0.0, 0.0, 0.0], [0.0, 0.0, 0.0], [0.0, 0.0, 0.0], [0.0, 0.0, 0.0], [0.0, 0.0, 0.0]], "mulliken_spin": [0.05, 0.00, 0.01, 0.01, -0.05, -0.01, 0.00, -0.16, 0.53, -0.19, 0.44, 0.12, 0.18, 0.00, 0.00, 0.00, 0.00, 0.06, -0.01, 0.01, 0.02, 0.01, 0.00, 0.02, -0.01, 0.01, 0.00, 0.10, 0.33, -0.19, 0.44, -0.15, 0.29, 0.01, 0.00, 0.00, -0.01, 0.00, 0.00, -0.02, 0.04, 0.00, 0.01, 0.08, 0.01, -0.01, 0.00, 0.00, -0.01, 0.01, -0.04, 0.00, 0.00, 0.00, 0.00, 0.00, 0.00, 0.00, 0.00, 0.00, 0.00, 0.00, 0.00, 0.00, 0.00, 0.00, 0.00, 0.01, 0.00, 0.00, -0.01, 0.05, 0.00, 0.00, 0.00, 0.00, 0.00, 0.00, 0.00, 0.00, 0.00, 0.00, 0.00, 0.00, 0.00, 0.00, 0.00, 0.00, 0.00, 0.00, 0.00, 0.00, 0.00, 0.00], "charge": -1, "s_squared": 2.062, "total_energy_ha": -2266.0746, "multiplicity": 3, "largest_force_ev_per_a": 0.3, "homo_ev": [-2.44, -3.99], "gap_ev": [5.0430, 6.5892]}

{"formula": "C12H14N2O3", "method": "wB97M-V/def2-TZVPD", "symbols": ["O", "C", "C", "O", "C", "O", "C", "C", "C", "C", "C", "C", "N", "C", "C", "N", "C", "H", "H", "H", "H", "H", "H", "H", "H", "H", "H", "H", "H", "H", "H"], "positions_angstrom": [[2.812, -1.766, 0.711], [3.687, -0.848, 0.038], [3.207, 0.649, 0.110], [2.810, 1.028, 1.439], [1.395, 0.870, 1.506], [0.812, 2.091, 1.031], [-0.610, 2.003, 0.979], [-1.167, 1.150, -0.211], [-0.931, 1.637, -1.555], [-1.481, 0.876, -2.723], [-2.233, -0.328, -2.460], [-2.456, -0.877, -1.077], [-3.178, -2.059, -0.980], [-3.270, -2.441, 0.317], [-2.720, -1.695, 1.482], [-2.055, -0.519, 1.385], [-1.911, -0.121, 0.062], [3.286, -2.564, 0.989], [3.759, -1.129, -1.048], [4.683, -0.891, 0.574], [4.115, 1.280, -0.135], [2.443, 0.919, -0.678], [1.035, 0.550, 2.519], [1.086, 0.061, 0.779], [-0.985, 3.059, 0.823], [-1.060, 1.667, 1.955], [-0.363, 2.577, -1.754], [-1.337, 1.213, -3.779], [-2.672, -0.880, -3.334], [-3.815, -3.399, 0.528], [-2.889, -2.110, 2.508]], "forces_ev_per_angstrom": [[-0.2, 0.3, -0.2], [0.5, 0.2, 0.4], [1.2, 0.2, -0.4], [-1.5, -0.6, -0.9], [-0.1, -0.7, -0.9], [-0.4, -0.7, 0.7], [-1.1, 0.6, -0.2], [0.3, 0.1, -1.5], [-1.4, -2.1, 0.5], [-0.8, -1.4, 2.4], [0.9, 1.3, 0.5], [0.6, 1.4, -1.6], [1.1, 1.0, 3.2], [0.2, 0.4, -0.1], [0.0, 0.5, -0.9], [-1.3, -2.3, -1.8], [0.5, 1.0, -1.1], [0.0, 0.6, -0.3], [0.3, 0.3, 0.9], [-0.8, 0.1, -0.9], [-0.9, -0.7, 0.2], [0.5, -0.4, 1.0], [0.5, 0.8, -0.6], [0.2, 0.6, 0.9], [0.6, -1.1, 0.1], [0.6, 0.1, -0.9], [-0.5, -0.9, 0.5], [-0.1, -0.3, 1.2], [0.5, 0.5, 1.2], [0.6, 1.1, -0.2], [0.2, 0.4, -1.1]], "lowdin_charge": [-0.09, -0.22, -0.19, -0.10, -0.24, -0.12, -0.18, -0.11, -0.01, -0.06, -0.02, -0.20, 0.10, -0.10, -0.09, 0.11, -0.16, 0.09, 0.12, 0.13, 0.13, 0.13, 0.15, 0.13, 0.14, 0.12, 0.12, 0.10, 0.11, 0.11, 0.11], "smiles": "OCCOCOCc1cccc2nccnc12", "charge": 0, "total_energy_ha": -800.7992, "relative_energy_kj_mol": 431.0, "largest_force_ev_per_a": 3.6, "homo_ev": -8.86, "gap_ev": 8.2886}

{"formula": "C14H18F3N3O2PbS", "method": "wB97M-V/def2-TZVPD", "symbols": ["C", "C", "O", "C", "C", "O", "C", "C", "C", "C", "N", "C", "C", "C", "F", "F", "F", "C", "C", "N", "S", "N", "C", "H", "H", "H", "H", "H", "H", "H", "H", "H", "H", "H", "H", "H", "H", "H", "H", "H", "H", "Pb"], "positions_angstrom": [[4.281, -0.134, -0.143], [2.771, -0.315, 0.047], [2.415, -1.543, -0.571], [1.250, -2.139, -0.035], [0.316, -2.505, -1.219], [-1.049, -2.414, -0.791], [-1.766, -1.443, -1.510], [-1.181, -0.046, -1.239], [-1.225, 0.559, 0.008], [-1.943, -0.194, 1.133], [-1.338, -0.025, 2.441], [-2.214, -0.654, 3.468], [-0.579, 1.876, 0.140], [-0.550, 2.615, 1.490], [0.354, 2.033, 2.272], [-0.116, 3.875, 1.310], [-1.757, 2.662, 2.065], [0.018, 2.520, -0.910], [0.015, 1.913, -2.183], [0.546, 2.440, -3.292], [0.270, 1.329, -4.417], [-0.477, 0.190, -3.597], [-0.570, 0.625, -2.328], [4.673, 0.654, 0.502], [4.737, -1.075, 0.168], [4.505, 0.080, -1.187], [2.552, -0.316, 1.121], [2.260, 0.525, -0.463], [0.721, -1.475, 0.661], [1.499, -3.074, 0.476], [0.575, -3.523, -1.516], [0.555, -1.866, -2.075], [-2.794, -1.496, -1.145], [-1.694, -1.649, -2.581], [-2.053, -1.258, 0.901], [-2.967, 0.209, 1.193], [-0.435, -0.485, 2.469], [-2.446, 0.044, 4.272], [-3.170, -0.975, 3.045], [-1.734, -1.551, 3.863], [0.491, 3.492, -0.805], [-2.749, 2.513, -1.039]], "forces_ev_per_angstrom": [[-0.5, -0.2, 0.3], [1.1, 0.2, -0.4], [-0.4, 0.2, 0.6], [-0.2, -0.3, -1.0], [0.9, -0.2, 0.8], [0.0, 0.1, -0.4], [0.4, -0.2, 0.3], [-0.7, -0.6, -0.7], [0.2, 0.3, 0.3], [0.1, 0.2, 0.6], [-0.7, -0.2, -0.1], [0.1, 0.0, 0.0], [-1.0, -0.6, 1.5], [1.5, -0.3, 0.3], [-0.4, 0.2, 0.0], [-0.6, 0.0, -0.1], [0.0, 0.2, -0.3], [0.4, 0.8, -0.8], [0.0, 0.3, 0.7], [-0.3, -0.6, -0.7], [0.4, 0.1, -0.1], [0.0, 0.1, -0.2], [0.0, 0.3, -0.5], [-0.1, 0.1, -0.2], [0.2, 0.1, -0.2], [0.2, -0.1, 0.1], [-0.2, -0.1, -0.1], [-0.3, -0.1, 0.3], [0.1, 0.0, 0.0], [0.1, 0.3, 0.3], [-0.5, 0.0, -0.1], [-0.2, 0.1, 0.1], [0.0, 0.0, -0.3], [-0.3, 0.1, 0.0], [0.1, 0.2, -0.5], [0.1, 0.0, 0.1], [0.0, 0.0, -0.1], [0.2, -0.1, 0.0], [0.1, 0.0, -0.1], [-0.1, 0.1, 0.2], [0.0, -0.1, 0.2], [0.5, -0.4, -0.1]], "lowdin_charge": [-0.05, -0.27, -0.14, -0.16, -0.12, -0.11, -0.13, -0.12, -0.21, -0.19, -0.10, -0.06, -0.24, -0.60, 0.19, 0.16, 0.15, -0.03, -0.42, -0.14, 1.22, -0.17, -0.35, 0.08, 0.09, 0.08, 0.12, 0.10, 0.10, 0.14, 0.14, 0.12, 0.15, 0.14, 0.13, 0.13, 0.11, 0.09, 0.08, 0.10, 0.16, 1.84], "charge": 2, "total_energy_ha": -1748.9362, "largest_force_ev_per_a": 1.9, "homo_ev": -15.00, "gap_ev": 4.7750}

{"formula": "H2NOP", "method": "wB97M-V/def2-TZVPD", "symbols": ["N", "P", "O", "H", "H"], "positions_angstrom": [[-2.634, 0.192, 0.428], [-3.735, -0.335, -0.352], [0.237, 0.304, 0.277], [-0.509, -0.045, 0.675], [0.160, 0.014, -0.715]], "forces_ev_per_angstrom": [[1.3, 0.5, 1.1], [-1.5, -0.6, -1.0], [2.7, 0.2, -4.3], [-2.6, -1.0, 1.2], [0.2, 0.9, 3.0]], "lowdin_charge": [-0.53, 0.65, -0.11, -0.10, 0.09], "smiles": "N#P.O", "charge": 0, "total_energy_ha": -472.4979, "relative_energy_kj_mol": 217.6, "largest_force_ev_per_a": 5.0, "homo_ev": -10.76, "gap_ev": 10.3137}

{"formula": "C3H5ErO3", "method": "wB97M-V/def2-TZVPD", "symbols": ["H", "C", "C", "O", "C", "O", "H", "H", "H", "H", "Er", "O"], "positions_angstrom": [[0.696, -0.940, -1.537], [0.947, -0.950, -0.420], [-0.455, -1.147, 0.080], [-1.187, 0.066, -0.326], [-0.752, 1.243, -0.003], [-1.671, 1.810, 0.750], [1.480, -1.896, -0.203], [-0.473, -1.145, 1.177], [-1.365, 2.691, 0.994], [-0.895, -2.068, -0.323], [1.991, 2.203, -0.176], [1.684, 0.133, -0.013]], "forces_ev_per_angstrom": [[1.3, 0.2, 1.0], [-0.8, -3.0, -2.7], [1.2, 1.1, 1.5], [0.0, 0.5, 0.0], [-0.6, 0.1, 1.1], [1.0, 0.0, -0.8], [0.1, 0.5, -0.2], [-0.4, -0.2, -0.2], [-0.5, 0.4, 0.1], [-0.1, 0.7, -0.1], [-2.3, -5.3, 0.3], [1.3, 5.0, 0.1]], "mulliken_spin": [0.00, 0.00, 0.00, 0.00, -0.01, 0.00, 0.00, 0.00, 0.00, 0.00, 3.04, -0.02], "charge": 2, "s_squared": 3.754, "total_energy_ha": -1357.2930, "relative_energy_kj_mol": 192.5, "multiplicity": 4, "largest_force_ev_per_a": 5.8, "homo_ev": [-17.75, -17.77], "gap_ev": [6.5803, 6.7124]}

{"formula": "C19H39N3O2P2", "method": "wB97M-V/def2-TZVPD", "symbols": ["C", "C", "C", "P", "O", "C", "C", "C", "C", "C", "C", "C", "N", "C", "P", "N", "O", "H", "H", "H", "H", "H", "H", "H", "H", "H", "H", "H", "H", "H", "H", "H", "H", "H", "H", "H", "H", "H", "C", "C", "C", "N", "C", "C", "C", "C", "C", "H", "H", "H", "H", "H", "H", "H", "H", "H", "H", "H", "H", "H", "H", "H", "H", "H", "H"], "positions_angstrom": [[-0.327, 2.415, 1.537], [-0.415, 1.080, 1.237], [-0.803, 0.642, -0.119], [-2.696, 0.179, -0.215], [-2.577, -0.521, 1.376], [-3.604, -1.205, 2.022], [-3.005, -2.084, 3.139], [-3.879, -3.326, 3.352], [-4.600, -0.014, -0.410], [-5.214, -0.750, -1.419], [-6.596, -0.754, -1.484], [-7.358, -0.033, -0.577], [-6.798, 0.718, 0.370], [-5.470, 0.702, 0.418], [-2.168, -1.857, -1.147], [-0.722, -2.463, -0.311], [-3.297, -3.016, -0.680], [-1.154, 3.086, 1.334], [0.575, 2.869, 1.939], [-0.250, 0.371, 2.048], [-0.139, -0.133, -0.504], [-0.685, 1.510, -0.764], [-2.702, 0.672, -1.580], [-2.960, 1.483, 0.353], [-4.255, -1.850, 1.431], [-4.266, -0.497, 2.539], [-2.988, -1.525, 4.073], [-2.004, -2.398, 2.852], [-3.403, -4.042, 4.018], [-4.039, -3.798, 2.382], [-4.871, -3.046, 3.702], [-4.620, -1.298, -2.136], [-7.094, -1.342, -2.245], [-8.437, -0.079, -0.644], [-5.004, 1.315, 1.185], [-0.886, -3.395, 0.058], [-0.032, -2.580, -1.042], [-3.004, -3.865, -1.022], [6.261, 0.851, -3.154], [4.959, 1.651, -3.102], [4.450, 2.050, -1.725], [4.016, 0.928, -0.809], [3.375, -0.196, -1.554], [5.182, 0.435, 0.025], [5.182, 1.323, 1.253], [3.696, 1.452, 1.577], [3.005, 1.462, 0.215], [6.190, -0.111, -2.646], [6.522, 0.643, -4.190], [7.086, 1.413, -2.711], [4.179, 1.127, -3.655], [5.118, 2.585, -3.644], [3.574, 2.680, -1.866], [5.196, 2.633, -1.185], [4.110, -0.677, -2.192], [2.549, 0.199, -2.141], [3.003, -0.913, -0.828], [4.980, -0.601, 0.290], [6.096, 0.497, -0.558], [5.619, 2.297, 1.027], [5.753, 0.888, 2.070], [3.468, 2.346, 2.151], [3.353, 0.599, 2.163], [2.692, 2.458, -0.080], [2.134, 0.811, 0.206]], "forces_ev_per_angstrom": [[0.0, -0.3, 0.0], [0.4, 0.8, -0.1], [-1.0, 0.0, 0.6], [-0.9, 0.3, 0.2], [0.1, 0.1, -0.3], [0.0, -0.1, 1.5], [-0.7, -0.4, -0.2], [0.1, 0.3, -0.5], [-0.2, -0.2, 0.0], [0.1, 0.4, 0.4], [-0.3, -0.3, -0.4], [0.6, -0.2, -0.2], [-0.3, 0.0, 0.0], [0.7, 0.1, 0.1], [0.5, -0.3, -1.1], [-0.1, 0.0, -0.1], [0.3, 0.1, 0.5], [0.5, 0.3, -1.5], [-0.5, -0.3, 1.8], [1.3, -0.4, -0.5], [0.0, -0.2, 0.3], [-0.2, 0.0, -0.2], [0.1, 0.0, -0.1], [0.1, 0.1, -0.1], [0.3, 0.2, -0.7], [-0.2, 0.1, -0.2], [0.4, 0.1, 0.1], [0.2, 0.1, 0.0], [-0.2, -0.1, 0.2], [0.1, -0.2, 0.0], [0.0, -0.1, 0.3], [0.0, -0.1, -0.1], [-0.1, 0.0, 0.0], [-0.1, 0.2, 0.2], [-0.2, 0.1, 0.1], [-0.1, 0.1, 0.3], [0.1, -0.1, 0.0], [-0.2, -0.1, -0.2], [-0.1, 0.1, 0.0], [0.3, -0.3, 0.0], [-0.1, 0.1, -0.4], [-0.1, -0.1, 0.3], [0.1, 0.0, -0.1], [0.2, 0.1, 0.0], [-0.1, 0.1, 0.0], [0.0, -0.1, 0.1], [-0.2, 0.0, 0.4], [0.0, 0.0, 0.0], [0.0, 0.0, 0.0], [0.0, 0.0, 0.0], [0.0, 0.0, 0.0], [-0.1, 0.1, 0.1], [0.0, 0.0, 0.0], [0.0, 0.0, 0.1], [0.0, 0.0, -0.1], [0.0, 0.0, 0.0], [-0.1, 0.0, 0.0], [0.0, 0.0, 0.0], [0.0, -0.1, -0.1], [0.0, 0.0, 0.0], [0.0, 0.0, 0.0], [0.0, 0.0, 0.0], [0.0, 0.0, 0.0], [0.0, 0.0, -0.1], [-0.1, 0.1, -0.1]], "lowdin_charge": [-0.05, -0.27, -0.38, 0.43, -0.39, -0.32, -0.23, -0.12, -0.32, -0.12, -0.09, -0.18, 0.05, -0.19, 0.72, -0.25, -0.39, 0.04, 0.02, 0.10, 0.02, 0.06, -0.02, 0.02, 0.10, 0.11, 0.10, 0.10, 0.06, 0.06, 0.07, 0.07, 0.09, 0.09, 0.09, 0.00, -0.03, 0.02, -0.10, -0.22, -0.11, -0.24, 0.02, -0.10, -0.15, -0.13, -0.08, 0.06, 0.08, 0.08, 0.11, 0.12, 0.13, 0.14, 0.10, 0.12, 0.12, 0.14, 0.12, 0.12, 0.13, 0.12, 0.13, 0.13, 0.11], "charge": 0, "total_energy_ha": -1744.5583, "largest_force_ev_per_a": 1.9, "homo_ev": -5.25, "gap_ev": 4.7438}